Version i
Density functional theory data (ωB97M-V/def2-TZVPD) for 2 unconnected molecules or ions with the total composition C3H8O3.

## Properties
* molar mass: 92.1 g/mol
* E_LUMO: 0.86 eV
* highest occupied orbital energy: -10.638 eV
* gap between HOMO and LUMO: 11.50 eV
* SMILES: OC[C@@H]1CO1.O

Structure (ORCA input):
```
! RIJCOSX wB97M-V def2-TZVPD def2/J DEFGRID3
* xyz 0 1
H -0.84899 -2.32499 -0.68590
C -0.45595 -0.26026 -0.71462
C -1.25187 -1.43078 -0.19814
O -1.05042 -1.57112 1.18567
H -1.08285 -0.67173 1.55157
H 0.68978 2.22459 0.06423
H -2.31551 -1.32839 -0.46062
H 1.59637 0.45204 -0.79941
H 1.91283 2.17301 0.93225
H -0.69324 0.14423 -1.69986
H 1.25061 -0.67238 0.64235
O -0.23093 0.76055 0.25202
C 0.87800 -0.05828 -0.17368
O 1.60218 2.56349 0.10413
*
```

Version ii
Density functional theory data (ωB97M-V/def2-TZVPD) for a single C3H8O3 molecule.

## Properties
* molar mass: 92.1 g/mol
* E_LUMO: 0.58 eV
* highest occupied orbital energy: -10.329 eV
* gap between HOMO and LUMO: 10.91 eV
* SMILES: OCC(O)CO

Structure (ORCA input):
```
! RIJCOSX wB97M-V def2-TZVPD def2/J DEFGRID3
* xyz 0 1
C -0.36564 0.23449 -0.50332
H 1.26354 1.70871 0.80715
O -0.74310 -1.38744 1.23087
H 1.43780 -0.69078 0.28053
H -0.27757 1.87086 0.56991
C -0.92454 -1.14677 -0.14481
H 1.58911 -0.03125 -1.37760
H -0.34196 -1.90161 -0.68743
H -1.97917 -1.27022 -0.43467
O 1.78006 1.35850 0.07029
O -0.91882 1.15884 0.42774
H -0.64932 0.52160 -1.52904
C 1.18426 0.15472 -0.37713
H -1.05465 -0.57966 1.66750
*
```

Relative energies in kcal/mol: version i 18.8; version ii 0.0

Version i
Density functional theory data (ωB97M-V/def2-TZVPD) for a single C5H7NO molecule.

## Properties
* molar mass: 97.1 g/mol
* E_LUMO (spin up / spin down): -0.40 / -0.37 eV
* highest occupied orbital energy (spin up / spin down): -8.874 / -8.854 eV
* gap between HOMO and LUMO (spin up / spin down): 8.48 / 8.48 eV

Structure (ORCA input):
```
! RIJCOSX wB97M-V def2-TZVPD def2/J DEFGRID3
* xyz 0 1
H -2.55449 1.19047 -0.48007
C -1.74408 -0.69548 -0.09377
O -0.13325 1.20550 0.65427
C 1.29183 -0.82296 1.28188
C 0.64575 0.67311 -0.46736
H 2.71186 0.35396 0.00755
N -1.96637 0.50873 -0.95464
H 1.95407 -0.43116 2.08490
C 1.77826 -0.22549 -0.01339
H -1.67320 -1.63348 -0.63802
H 0.88453 1.41427 -1.23047
H 1.88785 -1.03841 -0.74740
H -2.24756 -0.75111 0.86882
C -0.74190 0.33868 -0.25626
*
```

Version ii
Density functional theory data (ωB97M-V/def2-TZVPD) for a molecular structure, C5H7NO.

## Properties
* molar mass: 97.1 g/mol
* E_LUMO: 1.03 eV
* highest occupied orbital energy: -9.229 eV
* gap between HOMO and LUMO: 10.26 eV

Structure (ORCA input):
```
! RIJCOSX wB97M-V def2-TZVPD def2/J DEFGRID3
* xyz 0 1
N -1.69801 0.81521 -0.13275
H -1.88289 1.13728 0.81461
H -1.94169 -1.24059 0.70184
H -2.04270 -1.07953 -1.11913
C -1.68554 -0.65608 -0.18125
H 2.49822 -0.90630 -0.45036
C 0.61462 0.02231 -1.24682
O 1.24118 1.23841 1.29213
H 0.58488 -0.63689 1.71903
C 1.52266 -0.44292 -0.37830
H 0.59528 0.20395 -2.31577
C 0.72626 -0.00299 0.83732
C -0.43457 0.12796 -0.17836
H 1.87340 1.49424 0.60444
*
```

Version iii
Density functional theory data (ωB97M-V/def2-TZVPD) for a single C5H7NO molecule.

## Properties
* molar mass: 97.1 g/mol
* E_LUMO: 0.24 eV
* highest occupied orbital energy: -9.056 eV
* gap between HOMO and LUMO: 9.29 eV
* SMILES: O=CC12CN(C1)C2

Structure (ORCA input):
```
! RIJCOSX wB97M-V def2-TZVPD def2/J DEFGRID3
* xyz 0 1
N 0.05274 0.83064 1.18771
C -0.80143 0.91242 -0.05824
H -1.87864 0.86610 0.14279
C -0.49294 -0.46611 1.47840
C 1.12766 0.18962 0.33084
H -0.74851 -0.71199 -2.54590
C 0.11026 -0.82141 -1.84389
H 1.72934 0.91657 -0.22136
H 1.76410 -0.51292 0.87899
O 1.19884 -1.09631 -2.29758
H 0.12854 -1.06070 2.16626
H -1.54016 -0.43412 1.81748
C -0.08422 -0.39875 -0.36583
H -0.56558 1.78696 -0.66965
*
```

Version iv
Density functional theory data (ωB97M-V/def2-TZVPD) for a single C5H7NO molecule.

## Properties
* molar mass: 97.1 g/mol
* E_LUMO: 0.50 eV
* highest occupied orbital energy: -6.445 eV
* gap between HOMO and LUMO: 6.95 eV

Structure (ORCA input):
```
! RIJCOSX wB97M-V def2-TZVPD def2/J DEFGRID3
* xyz 0 1
C -0.70215 0.56511 -0.66900
N 0.48904 -1.34189 0.43276
C -0.68108 -0.89284 -0.35168
C -1.64679 -0.02585 0.35370
O 1.57198 0.68659 0.42072
H 0.11542 2.07482 0.65925
H 0.90293 2.02376 -0.95505
H 0.43762 -2.23352 0.91123
H -0.83616 -1.61202 -1.16166
H -0.96082 0.79778 -1.70943
C 0.42603 1.43363 -0.16844
C 1.44673 -0.54474 0.77406
H -2.66522 -0.16836 -0.01968
H 2.25305 -0.90913 1.40725
*
```

Relative energies in kcal/mol: version i 81.5; version ii 0.0; version iii 31.6; version iv 24.7